(1)
120
Properties=species:S:1:pos:R:3:forces:R:3:mulliken_charge:R:1 method="wB97M-V/def2-TZVPD" e_lumo_ev=0.3 e_homo_ha=-0.22044
S 2.618500 0.761543 3.991391 0.878 0.308 0.166 1.89
S 0.566656 -1.013046 5.412701 0.154 -1.250 -0.297 1.79
O 1.706235 -1.902755 5.519137 -0.499 0.429 0.200 -0.64
O 0.106100 -0.257699 6.555546 0.313 -0.199 -0.545 -0.78
O 2.567162 2.189533 4.219224 -0.143 -0.549 -0.272 -0.67
O 3.167133 0.212047 2.760823 -0.521 0.375 0.809 -0.70
N 0.508464 -0.707877 -2.032009 -0.891 -0.078 0.456 2.33
N -0.486737 -0.767971 -2.947523 -1.618 -0.276 0.122 -0.81
N -1.621628 -0.829056 -2.211914 2.754 0.362 -0.252 2.11
N -0.029132 5.818186 1.066662 -0.164 0.607 -0.265 0.16
C 3.787043 0.338489 -3.462680 -0.042 -0.191 -0.104 -0.46
C -5.416396 -0.879364 -4.018828 0.066 0.014 0.039 -1.45
C -0.977561 4.173682 2.583713 0.183 0.093 -0.348 -1.21
C -0.034273 0.597961 3.232492 0.732 -0.357 1.913 -1.06
C 4.572921 -0.876077 5.074579 -0.181 0.033 0.019 -0.12
C -4.764415 0.336070 -3.810065 0.123 -0.193 -0.045 -0.31
C -1.362089 -0.770547 -0.868878 -1.500 -0.206 -2.085 0.08
C -2.730007 -3.393018 -2.922268 0.184 0.521 0.146 1.85
C -2.445684 -0.772218 0.103794 -0.647 -0.073 1.073 -0.33
C -1.638633 -3.571373 3.188853 0.106 0.052 0.197 -0.59
C 0.812097 -0.683057 0.422056 -0.693 -0.383 -0.817 -0.83
C -3.491118 -2.085551 -3.177648 0.075 -0.441 0.239 0.53
C -3.104714 -2.650628 4.886655 0.110 -0.076 0.010 -0.61
C 1.745602 1.739114 -2.849110 -0.179 -0.315 -0.107 2.07
C 0.917644 0.111628 4.085085 -0.473 0.535 -0.693 0.10
C 2.022811 2.677098 -4.024840 -0.010 -0.140 -0.048 -2.10
C 2.498680 0.413269 -2.935911 -0.154 0.219 0.415 0.08
C 4.395199 -0.901630 -3.670367 -0.062 -0.015 0.181 -1.30
C 3.739690 -2.074504 -3.296896 -0.004 0.236 -0.143 -0.28
C -2.902100 -0.852146 -2.886042 0.153 -0.083 -0.230 -1.80
C 0.024369 4.596034 1.666719 -0.005 -0.794 0.356 1.16
C 1.871961 -0.771803 -2.511447 -0.219 -0.020 -0.728 -1.57
C 1.047048 3.674980 1.325981 -0.331 0.123 0.018 -0.61
C 5.466935 -1.264472 6.072643 -0.122 0.150 -0.087 -0.70
C -0.562513 -2.876533 3.740709 -0.086 0.202 -0.041 -0.23
C 0.884612 6.186121 0.006559 0.230 -0.040 0.090 -0.87
C 3.625995 0.778566 6.577097 -0.148 -0.188 -0.195 -0.22
C -0.020090 1.941884 2.660206 0.177 0.712 -1.595 0.37
C -2.040716 -1.926131 5.425167 0.154 0.153 -0.282 -0.20
C -2.564494 2.445719 -4.399040 -0.046 -0.175 -0.062 -1.60
C -3.399339 -4.268272 -1.866344 -0.096 -0.005 0.062 -1.32
C 1.641730 -3.312423 -2.594196 -0.118 0.474 0.269 1.49
C -0.788640 -2.007470 4.811087 -0.343 -0.085 0.060 -0.32
C -3.279230 2.531531 -1.965461 -0.144 0.041 0.067 -1.27
C 1.978643 2.449806 -1.527223 0.128 0.071 0.269 -0.37
C 3.651191 0.139829 5.333124 0.141 -0.104 0.222 -0.21
C 4.509532 0.367810 7.577394 -0.022 0.010 -0.195 -0.76
C -0.924488 6.867442 1.497582 0.037 0.197 0.128 -1.13
C 5.441033 -0.642596 7.323780 -0.218 0.046 -0.196 -0.36
C 2.450097 -2.024970 -2.765987 -0.242 -0.216 0.239 0.57
C -2.473208 -4.166678 -4.216769 -0.050 0.139 -0.114 -1.48
C 1.438327 -4.003216 -3.943454 0.048 0.121 -0.154 -1.40
C -1.020955 2.865636 3.023066 0.617 -0.782 0.123 -0.87
C -4.777520 -2.083457 -3.721974 0.106 0.154 -0.061 -0.24
C 2.229617 -4.248641 -1.543856 0.071 0.025 0.127 -1.49
C 0.974122 2.362223 1.756456 -0.327 -0.030 0.486 -0.26
C -2.909931 -3.451425 3.758032 0.104 0.143 0.061 -0.43
C -3.476416 0.360543 -3.269710 -0.007 0.541 0.255 0.75
C -2.704794 1.673103 -3.087198 0.249 -0.543 0.105 1.80
C 0.016640 -0.726901 -0.703259 2.514 0.183 0.116 0.65
H -4.085718 -2.579611 5.356647 0.235 -0.064 -0.171 0.39
H -3.272098 1.986699 -1.013105 -0.051 0.171 -0.185 0.17
H 4.576360 -1.358811 4.098563 0.009 0.139 0.236 0.39
H -6.420882 -0.888686 -4.442222 0.236 -0.003 0.120 0.36
H -2.003049 3.371100 -4.225261 -0.149 -0.114 -0.061 0.42
H 4.208572 -3.049781 -3.452401 -0.135 0.344 -0.091 0.37
H -4.313063 2.824088 -2.193285 0.174 0.004 0.105 0.29
H 3.040889 2.699318 -1.384698 -0.184 -0.041 -0.072 0.31
H -3.075744 0.134741 0.051379 0.255 -0.353 0.047 -0.09
H 1.399902 3.382212 -1.494609 0.112 -0.203 -0.008 0.07
H -5.271136 -3.036803 -3.925234 0.129 0.314 0.018 0.38
H -1.812724 2.523149 3.689268 0.113 0.253 -0.041 0.46
H 5.360701 -0.956941 -4.175795 -0.161 0.036 0.325 0.36
H 0.659294 -2.992407 -2.232495 0.050 -0.202 -0.039 -0.80
H 0.313301 -0.902129 1.352850 0.342 0.068 0.149 -0.55
H 2.907832 1.578491 6.751786 0.199 -0.171 -0.005 0.42
H 1.887553 -0.663704 0.309755 -0.059 -0.043 0.297 0.46
H 2.402067 -4.323694 -4.364638 -0.268 -0.003 0.056 0.33
H -5.247414 1.278274 -4.078524 0.118 -0.314 0.041 0.38
H -1.693120 1.365766 -2.796344 -0.145 0.285 -0.005 -0.85
H -3.464315 -3.741903 -0.905665 -0.073 -0.131 -0.176 0.21
H -1.895694 -5.073499 -3.997808 -0.149 0.145 -0.082 0.38
H 4.300208 1.263701 -3.734903 -0.156 -0.364 -0.077 0.36
H -2.165714 -1.292505 6.302716 0.010 -0.093 -0.275 0.47
H 3.033453 3.103387 -3.967634 -0.223 -0.044 -0.068 0.42
H 0.966262 -3.310296 -4.652945 0.120 -0.174 0.101 0.31
H -2.010275 1.841689 -5.127767 -0.153 0.145 0.060 0.41
H 0.786205 -4.879517 -3.835755 0.177 0.125 -0.005 0.38
H 6.182458 -2.057877 5.856146 -0.159 0.223 0.125 0.38
H 1.663148 1.828298 -0.684350 0.038 0.072 -0.191 -0.33
H -3.416886 -4.453716 -4.699278 0.201 -0.013 0.069 0.34
H 6.146051 -0.945829 8.098566 -0.215 0.073 -0.194 0.37
H 1.661696 1.613278 1.365010 0.020 0.328 0.377 0.62
H -2.809750 -5.180697 -1.714660 -0.153 0.130 -0.010 0.43
H 1.911225 2.148454 -4.978690 0.067 0.151 0.110 0.44
H 1.930643 6.049533 0.312351 -0.130 0.141 -0.135 0.32
H 0.724346 7.246473 -0.214962 0.166 -0.284 -0.047 0.36
H -1.896814 -3.552836 -4.920247 -0.138 -0.147 0.100 0.33
H 3.257023 -4.537898 -1.799226 -0.173 -0.009 0.082 0.30
H -1.834288 6.479910 1.962864 0.191 0.083 -0.229 0.32
H -4.411715 -4.554752 -2.180549 0.176 0.006 0.123 0.30
H 2.231645 -3.759269 -0.562430 0.091 -0.102 -0.165 0.31
H -1.739122 4.863223 2.933603 0.126 -0.208 -0.120 0.20
H 1.902075 3.984504 0.720481 -0.531 -0.170 0.065 0.38
H 0.448152 -2.991209 3.350268 -0.251 0.104 -0.046 0.42
H -1.472144 -4.208544 2.319595 -0.084 0.130 0.265 0.45
H -3.110222 -1.648687 -0.007496 0.241 0.339 0.106 0.03
H 0.716407 5.601812 -0.913852 0.025 0.090 0.248 0.18
H -1.982167 -0.811126 1.099598 -0.340 -0.012 -0.153 -0.32
H -3.750982 -3.989879 3.321718 0.199 0.117 0.126 0.40
H -3.545856 2.692734 -4.823033 0.213 0.062 0.038 0.30
H -0.424985 7.529653 2.223620 -0.209 -0.020 -0.093 0.31
H 0.680170 1.468406 -2.885465 0.227 0.180 -0.071 -0.49
H 4.468254 0.852300 8.552858 0.059 -0.127 -0.256 0.37
H -1.752066 -3.083653 -2.533213 -0.134 -0.239 -0.043 -0.84
H 1.297272 3.499944 -3.999590 0.210 -0.087 -0.032 0.40
H -1.208661 7.461854 0.620265 -0.062 -0.089 0.289 0.38
H 1.617309 -5.155026 -1.469678 0.147 0.079 -0.015 0.44
H -2.675214 3.438842 -1.840288 -0.150 -0.142 -0.002 0.43
H -0.955570 0.023151 3.150732 -0.142 0.167 0.411 0.52

(2)
42
Properties=species:S:1:pos:R:3:forces:R:3:mulliken_charge:R:1 method="wB97M-V/def2-TZVPD" e_lumo_ev="-3.1 / -5.7" e_homo_ha="-0.37016 / -0.37016" s_squared=2.014 spin_multiplicity=3
Cu 14.174910 -19.032480 16.944210 -0.106 -2.732 -2.204 0.46
Cu 13.871570 -21.842230 15.014920 -0.438 1.099 1.558 0.37
S 12.301740 -24.455430 13.687610 1.072 -0.520 -6.345 0.97
S 10.836990 -18.455510 16.422980 -3.660 -1.656 5.465 0.80
S 12.198020 -16.962580 15.238910 3.059 10.019 -5.877 0.88
S 12.751210 -24.722010 16.065640 2.659 -5.444 8.500 0.78
F 13.389490 -24.001200 17.340360 -0.761 1.466 -0.304 -0.21
F 13.763630 -16.763190 14.620540 -1.452 -0.783 1.548 -0.37
F 11.040300 -19.824080 17.261900 0.489 0.421 -0.351 -0.25
F 11.710950 -23.210420 12.932090 0.468 1.185 0.220 -0.25
O 10.057890 -18.886620 15.319930 0.418 0.291 -0.074 -0.46
O 13.407380 -24.878110 12.797170 -2.131 1.197 3.019 -0.58
O 15.258860 -19.900560 15.182500 -1.291 -0.424 1.321 -0.65
O 13.774280 -25.724300 15.978430 -0.766 -0.119 -1.788 -0.59
O 12.027860 -15.685710 16.023620 0.232 -4.569 -1.993 -0.53
O 14.570680 -22.274800 19.576040 0.291 0.066 0.205 -0.60
O 11.464990 -25.129020 16.499380 -0.462 0.744 -0.666 -0.50
O 10.791280 -21.634440 21.689900 -0.925 2.909 0.571 -0.55
O 13.599520 -21.133660 16.997260 0.569 1.241 -0.385 -0.07
O 12.078550 -20.744110 14.562010 0.670 -0.607 -0.138 -0.46
O 10.272580 -17.585640 17.457440 1.734 -1.368 -2.671 -0.51
O 11.513690 -17.102160 13.941470 0.745 -0.321 3.358 -0.52
O 11.118450 -25.251380 13.729090 1.195 -0.002 1.582 -0.49
N 12.453520 -18.241020 16.060990 -1.622 -1.698 1.503 0.35
N 12.855890 -23.622220 15.048260 -0.574 2.592 -4.269 0.56
C 10.542560 -22.890920 19.556060 0.328 0.079 1.297 -0.83
C 10.183660 -23.876660 21.858640 -0.772 -0.882 -0.080 -1.49
C 10.919980 -22.837390 21.071770 0.662 -2.289 -0.632 0.73
H 10.647190 -20.930150 21.053650 -0.074 0.061 0.023 0.30
H 12.032590 -19.883390 14.978270 0.264 0.331 -0.069 0.40
H 11.429710 -20.705810 13.859320 -0.220 -0.248 -0.429 0.24
H 12.685510 -21.219180 17.331630 0.269 0.069 -0.389 0.35
H 13.949590 -22.056940 20.271030 -0.168 -0.071 0.321 0.33
H 9.184440 -24.002330 21.441660 -0.352 0.006 0.579 0.30
H 10.212970 -23.637800 22.921740 -0.366 0.157 -0.093 0.39
H 10.720190 -23.896540 19.174890 0.475 0.231 -0.239 0.36
H 16.197400 -20.041370 15.414540 -0.463 -0.155 -0.083 0.28
H 14.236880 -21.817930 18.803980 -0.071 -0.031 -0.488 0.25
H 9.479630 -22.724850 19.380840 -0.181 0.170 0.449 0.39
H 11.926000 -23.136640 21.365860 0.924 -0.070 -1.421 0.08
H 11.058120 -22.092650 19.022130 0.330 -0.258 -0.329 -0.03
H 10.685370 -24.840350 21.771030 0.001 -0.087 -0.203 0.35

(3)
92
Properties=species:S:1:pos:R:3:forces:R:3:mulliken_charge:R:1 method="wB97M-V/def2-TZVPD" total_charge=-1 e_lumo_ev="2.1 / 2.1" e_homo_ha="-0.18322 / -0.18385"
Ir -0.298666 -0.405418 0.835527 2.280 -2.747 0.268 4.49
Te -2.787266 0.964082 -2.385273 0.202 0.157 -0.247 0.16
S -0.081866 2.453382 4.347527 -0.296 0.843 0.786 -0.51
S -2.980466 -1.461518 1.048627 -1.472 -1.331 -0.060 1.14
O 1.731034 -0.478218 -0.189573 -1.952 -0.618 1.034 -1.42
O 5.311234 -1.542018 -1.211073 -0.279 0.131 0.218 -0.71
O -2.208966 -1.329918 -0.208873 0.592 0.204 -0.040 -0.99
O -3.196866 -2.816718 1.493927 0.075 0.440 -0.105 -0.81
O -2.428666 -0.560018 2.068827 1.378 0.478 -0.478 -0.64
N 0.485034 0.350282 2.643927 -0.319 -0.325 -1.583 -0.90
N -0.207166 1.609982 -0.045173 0.971 1.322 0.916 0.33
C 0.149734 -2.690518 1.138327 -0.828 2.577 1.126 -1.14
C 0.232034 0.436382 -2.832573 0.138 0.229 -0.080 0.16
C -2.681566 1.576082 -0.322973 0.286 -0.143 -0.280 -0.55
C -7.067266 0.070082 -0.294573 -0.004 0.014 -0.013 1.19
C -8.380766 0.604682 -0.787773 0.058 -0.033 0.067 -1.51
C 3.978334 0.168082 -0.298173 -0.038 0.328 -0.446 1.24
C 2.583434 0.474782 -0.196673 0.063 0.789 0.129 -0.79
C -1.452166 2.345682 0.077927 -0.423 0.959 -0.168 -0.66
C 0.833334 5.814182 1.486727 0.001 0.069 0.003 -0.84
C 4.566434 -3.486318 0.605927 -0.047 0.110 -0.114 -0.17
C 0.199934 1.247382 3.353427 0.567 -1.025 -0.757 0.56
C -6.428566 -0.973518 -0.953673 0.076 0.008 0.146 -0.94
C 0.196534 -3.724118 0.047027 -0.049 -0.121 -0.438 2.71
C 4.359634 -4.395418 1.623627 0.066 -0.027 0.087 -0.92
C 4.502834 -1.217118 -0.352273 0.144 -0.154 -0.239 -0.68
C 1.358134 -0.312918 -3.118773 0.039 0.047 -0.144 -0.87
C 5.621434 3.601082 -0.446373 -0.132 0.001 0.009 -1.76
C 0.886434 2.345982 -0.028673 -1.742 -0.305 -0.030 0.87
C 2.232434 1.875082 -0.164173 0.932 -0.813 0.250 0.97
C -5.235566 0.170682 1.272527 0.097 0.026 0.158 -0.37
C 0.497334 4.632882 -0.989473 0.116 -0.094 0.038 0.39
C 4.938034 1.159882 -0.438273 -0.552 -0.014 0.128 -0.58
C 0.923634 -4.987418 0.556127 -0.078 0.467 -0.065 -1.50
C 0.912034 4.436682 1.363827 0.041 -0.273 -0.097 0.16
C -4.606766 -0.852218 0.592127 0.517 -0.107 0.134 -0.04
C -0.003566 -2.269118 -3.311573 0.061 -0.198 -0.089 -0.61
C -1.009666 -0.169618 -2.756473 -0.541 0.499 0.211 -0.61
C 3.338734 -2.667618 2.941827 0.041 -0.062 0.174 -0.64
C -1.128066 -1.523418 -3.011773 -0.204 -0.098 0.013 0.09
C 1.241834 -1.668518 -3.361173 0.059 -0.045 -0.022 -0.27
C 3.263134 2.828282 -0.234273 0.091 -0.246 -0.065 -0.79
C 3.549334 -1.751718 1.924927 0.093 -0.067 -0.225 -0.06
C -6.461566 0.630682 0.825727 0.004 -0.075 -0.019 -0.73
C 4.595634 2.505082 -0.383173 0.022 0.060 -0.013 -0.03
C 0.588934 6.603282 0.375827 -0.031 0.083 0.046 -0.51
C 0.405234 6.007082 -0.860973 0.012 0.058 -0.094 -0.92
C 0.759234 3.833382 0.120627 -0.207 0.391 -0.277 -1.72
C -5.194766 -1.426018 -0.516673 -0.082 -0.130 -0.035 -0.59
C -1.190866 -4.131818 -0.440073 0.174 0.175 -0.212 -1.43
C 3.737734 -3.986918 2.795427 0.054 0.056 -0.004 -0.14
C 4.152234 -2.159818 0.737827 0.099 -0.480 0.333 0.47
H 1.104734 3.824282 2.231127 0.001 -0.072 0.146 0.29
H -4.743066 0.607182 2.127927 0.011 0.106 0.118 0.53
H 0.371934 4.171282 -1.959073 -0.030 -0.056 -0.108 0.41
H -4.666066 -2.218718 -1.020773 -0.025 -0.126 -0.197 0.37
H 4.679134 -5.422618 1.509227 -0.006 -0.043 -0.025 0.35
H 5.056134 -3.776418 -0.312073 0.021 -0.029 -0.056 0.46
H -2.804666 0.708982 0.298327 -0.069 0.312 -0.107 -0.67
H 0.968534 6.274582 2.454727 0.008 -0.012 0.094 0.45
H -1.710566 -3.263118 -0.826573 -0.095 -0.169 -0.124 -0.31
H -6.897066 -1.427618 -1.815573 0.004 -0.004 -0.108 0.30
H -8.616666 0.193182 -1.765673 -0.085 0.016 -0.077 0.35
H 2.327534 0.162382 -3.139873 0.119 0.056 -0.009 0.44
H 0.333034 1.496582 -2.654273 -0.024 0.053 -0.003 0.56
H 3.236734 -0.727918 2.052127 -0.094 0.136 0.023 0.29
H -2.100466 -1.991218 -2.969073 -0.042 -0.094 0.084 0.23
H 5.539834 4.224282 0.443927 0.152 0.116 0.020 0.34
H -1.127666 -4.888218 -1.222773 0.060 -0.127 -0.086 0.43
H 0.192534 6.616982 -1.727873 0.020 0.016 -0.074 0.44
H 1.113434 -2.571718 1.624527 -0.117 -0.142 0.174 -0.39
H 2.852234 -2.352218 3.853027 -0.059 0.063 0.053 0.37
H -8.332766 1.690182 -0.865473 -0.105 0.050 -0.041 0.35
H -0.101466 -3.329918 -3.487473 -0.010 -0.129 -0.030 0.34
H -9.188566 0.348682 -0.100973 -0.059 0.022 -0.002 0.31
H 0.404234 -5.387918 1.426827 -0.044 -0.050 0.103 0.35
H -1.407166 3.250982 -0.539873 -0.151 -0.126 0.231 0.28
H 3.016434 3.877282 -0.175773 -0.048 0.060 -0.018 0.50
H 3.561434 -4.700718 3.588327 -0.026 -0.011 0.062 0.40
H -1.576466 2.671682 1.124827 0.048 -0.066 -0.097 0.26
H 1.946934 -4.758218 0.837327 0.070 -0.030 0.043 0.18
H -6.953066 1.438882 1.349927 -0.038 0.088 0.035 0.38
H -1.783966 -4.525918 0.383427 -0.007 -0.057 0.057 0.50
H 6.630534 3.200682 -0.503573 0.084 -0.007 0.007 0.40
H 0.540434 7.679582 0.472227 -0.032 0.038 0.011 0.38
H 0.935634 -5.756018 -0.217673 0.005 -0.057 -0.080 0.45
H 5.452034 4.237282 -1.315173 0.080 0.080 -0.047 0.33
H -0.674366 -2.836518 1.835727 0.337 -0.637 0.321 0.80
H -3.554466 2.217782 -0.203373 -0.059 0.024 -0.077 0.83
H 5.969134 0.857882 -0.557673 0.101 -0.029 -0.021 0.41
H 2.122034 -2.253318 -3.581773 0.097 -0.086 0.011 0.40
H 0.783934 -3.319418 -0.788773 -0.064 -0.069 -0.041 -0.69

Number 1: calculated total energy -88640.47118 eV. Number 2: calculated total energy -176416.86830 eV. Number 3: calculated total energy -88186.96199 eV.